1.
The following is a DFT calculation (the ωB97M-V functional and the def2-TZVPD basis) of a molecular structure, C41H40BrI2InN3O4Se2Si.

Structure (XYZ):
```
95
Properties=species:S:1:pos:R:3:forces:R:3:mulliken_charge:R:1
In 0.633 0.516 0.743 -0.238 0.150 -0.049 1.41
I 3.826 -0.595 7.679 -0.001 0.002 0.000 0.02
C 2.850 0.134 5.980 -0.017 0.003 0.002 -0.43
C 1.664 0.838 6.114 0.013 -0.012 -0.002 -0.44
C 1.017 1.286 4.978 0.004 -0.009 0.005 -0.01
I -0.809 2.279 5.145 0.001 0.027 0.020 0.03
C 1.511 1.062 3.674 0.000 0.008 -0.012 0.06
O 0.862 1.488 2.636 0.084 0.056 0.063 -0.55
C 2.726 0.331 3.581 0.021 0.048 -0.009 0.97
C 3.336 0.055 2.233 -0.053 -0.031 -0.002 -1.55
N 2.477 -0.784 1.348 0.201 0.014 -0.043 -0.13
C 2.227 -2.122 1.897 -0.021 0.009 0.000 -0.99
C 1.122 -2.064 2.919 0.005 0.007 -0.012 0.70
C 1.160 -2.810 4.087 -0.029 -0.004 0.005 -1.18
C 0.128 -2.670 4.998 0.015 -0.002 -0.023 -0.67
C -0.894 -1.776 4.720 -0.011 0.015 -0.021 -1.34
C -0.845 -1.070 3.529 -0.068 -0.047 -0.008 -0.55
N 0.126 -1.230 2.634 -0.024 -0.138 0.088 0.95
C 3.374 -0.113 4.722 0.004 0.000 0.005 -0.57
H 1.238 1.026 7.090 0.002 0.002 0.002 0.38
H 4.295 -0.452 2.378 0.003 0.004 0.004 0.52
H 3.524 0.984 1.691 -0.014 0.008 0.005 0.25
H 2.965 -0.867 0.460 -0.012 0.023 -0.011 0.20
H 3.136 -2.538 2.345 -0.009 0.013 0.038 0.42
H 1.906 -2.760 1.074 0.021 -0.005 0.039 0.34
H 2.004 -3.457 4.290 -0.001 0.000 -0.007 0.51
H 0.138 -3.227 5.927 -0.001 0.000 0.000 0.45
H -1.701 -1.598 5.417 0.001 0.006 -0.004 0.51
H -1.598 -0.330 3.295 0.006 -0.013 -0.014 0.49
H 4.298 -0.669 4.620 0.000 0.000 0.001 0.40
O -0.450 -5.043 -3.991 0.000 0.002 0.017 -0.59
C -0.086 -4.311 -2.911 0.031 -0.005 0.003 0.67
C 0.947 -3.386 -2.955 0.013 0.023 0.017 -0.58
C 1.194 -2.642 -1.823 -0.009 0.022 -0.040 -0.82
N 0.512 -2.766 -0.678 0.080 -0.066 -0.017 0.23
C -0.435 -3.681 -0.668 -0.058 0.003 -0.003 -0.10
Br -1.383 -3.905 0.972 -0.013 0.008 0.001 -0.14
C -0.795 -4.486 -1.730 -0.009 0.000 -0.013 -0.59
H 0.047 -4.730 -4.756 0.003 -0.008 -0.001 0.35
H 1.495 -3.155 -3.860 0.001 0.003 -0.028 0.32
H 1.962 -1.878 -1.859 0.010 -0.011 0.009 0.68
H -1.612 -5.188 -1.664 0.004 -0.002 -0.002 0.44
O 4.749 2.616 -3.079 0.022 0.040 -0.018 -0.56
C 3.870 1.484 -3.082 -0.023 -0.031 -0.025 -1.37
C 2.435 1.958 -3.216 0.016 -0.045 -0.004 3.16
C 2.303 2.761 -4.528 -0.019 -0.039 0.044 -1.64
O 0.955 2.929 -4.938 -0.022 -0.120 -0.070 -0.54
C 2.026 2.885 -2.068 -0.098 0.053 0.028 -1.25
Se 2.275 2.298 -0.202 0.183 -0.096 -0.041 -0.30
C 1.501 0.744 -3.245 -0.023 0.050 0.112 -0.98
Se 1.550 -0.378 -4.869 -0.011 -0.074 0.010 -0.37
H 5.645 2.297 -3.205 -0.004 -0.004 0.015 0.33
H 3.977 0.924 -2.145 0.004 0.010 0.003 0.07
H 4.089 0.818 -3.922 -0.008 0.006 0.005 0.62
H 2.866 2.235 -5.305 0.018 0.019 0.000 0.43
H 2.729 3.756 -4.400 -0.008 0.001 -0.002 0.50
H 0.684 2.047 -5.255 0.018 0.085 0.034 0.38
H 0.985 3.181 -2.200 0.013 -0.012 0.007 0.07
H 2.641 3.784 -2.090 -0.008 0.001 -0.012 0.65
H 0.486 1.128 -3.124 0.006 0.006 -0.012 0.20
H 1.713 0.142 -2.354 -0.003 -0.016 -0.026 -0.46
C -1.484 4.676 -2.410 -0.017 -0.015 -0.011 -0.72
C -1.906 3.556 -3.110 -0.013 0.024 -0.011 -0.44
C -2.034 2.337 -2.459 0.014 0.016 0.007 -0.45
C -1.729 2.210 -1.102 -0.016 0.002 0.001 0.68
C -1.294 3.349 -0.417 0.036 0.004 -0.021 -0.53
C -1.183 4.573 -1.058 0.001 0.002 0.016 -1.12
Si -1.770 0.550 -0.219 -0.032 -0.039 -0.016 0.85
C -3.032 0.624 1.190 -0.014 0.019 -0.030 0.67
C -3.457 1.841 1.727 0.004 0.000 0.011 -0.51
C -4.358 1.889 2.783 0.000 -0.009 0.005 -0.80
C -4.866 0.715 3.320 -0.004 0.004 -0.001 -0.69
C -4.468 -0.506 2.793 0.011 -0.010 0.008 -0.48
C -3.558 -0.547 1.746 0.026 -0.020 0.046 -0.39
C -2.334 -0.762 -1.447 0.039 -0.006 0.007 0.98
C -3.587 -1.377 -1.379 -0.038 0.006 -0.007 -0.74
C -4.020 -2.240 -2.377 0.009 0.003 -0.007 -0.70
C -3.219 -2.489 -3.483 0.008 0.003 -0.015 -0.91
C -1.976 -1.877 -3.579 -0.023 0.053 0.008 -0.53
C -1.540 -1.040 -2.564 -0.016 0.003 -0.009 0.91
H -1.363 5.622 -2.923 -0.002 -0.003 -0.001 0.35
H -2.109 3.624 -4.171 0.017 -0.001 0.006 0.36
H -2.346 1.467 -3.025 -0.017 0.014 -0.003 0.42
H -1.004 3.281 0.628 0.038 0.001 -0.013 0.47
H -0.827 5.437 -0.510 0.002 0.001 -0.001 0.41
H -3.082 2.770 1.315 -0.040 -0.022 0.022 0.30
H -4.662 2.847 3.186 -0.002 0.000 -0.002 0.43
H -5.571 0.751 4.142 0.003 -0.001 0.001 0.38
H -4.860 -1.430 3.202 0.002 0.004 0.001 0.42
H -3.239 -1.511 1.365 0.019 -0.001 0.040 0.21
H -4.249 -1.172 -0.547 0.005 -0.001 -0.066 0.44
H -4.995 -2.706 -2.296 0.003 -0.001 -0.004 0.40
H -3.563 -3.152 -4.267 0.001 0.002 0.001 0.35
H -1.326 -2.024 -4.433 -0.029 -0.001 -0.010 0.56
H -0.563 -0.588 -2.679 0.038 0.030 -0.006 -0.60
```
Forces are in eV/Å.

## Properties
Total charge: -1

---

2.
The following is a DFT calculation (the ωB97M-V functional and the def2-TZVPD basis) of a molecular structure, C16H16N3O3Zr.

Structure (XYZ):
```
39
Properties=species:S:1:pos:R:3:forces:R:3:mulliken_charge:R:1
Zr 0.733 -0.420 0.417 0.182 0.070 0.143 2.03
O -2.605 -2.254 -1.138 -0.098 0.115 -0.038 -0.39
C -1.512 -1.891 -0.896 -0.130 0.059 0.297 0.02
N -1.165 -0.934 0.173 0.387 -0.204 0.252 -0.10
C -2.103 -0.757 1.297 -0.009 -0.156 -0.260 -0.03
O -3.237 -1.074 1.281 -0.065 0.035 -0.106 -0.39
C -1.415 -0.180 2.499 0.232 0.088 -0.050 0.63
C -2.104 0.100 3.647 -0.091 0.023 0.122 -0.66
C -1.398 0.619 4.735 -0.018 0.004 0.049 -0.27
C -0.031 0.849 4.623 -0.071 0.016 0.077 -0.74
C 0.600 0.555 3.437 0.034 -0.115 -0.192 -0.03
N -0.074 0.040 2.376 -0.310 -0.220 0.268 -0.25
C -0.286 -2.412 -1.586 0.161 0.067 0.074 0.61
C -0.376 -3.323 -2.603 -0.021 -0.101 -0.112 -0.71
C 0.805 -3.815 -3.162 -0.035 -0.037 -0.041 -0.23
C 2.031 -3.372 -2.680 0.029 -0.065 -0.070 -0.77
C 2.053 -2.447 -1.662 -0.095 0.143 0.103 0.03
N 0.910 -1.959 -1.114 -0.107 -0.280 -0.062 -0.26
H -3.168 -0.093 3.685 -0.002 -0.001 0.028 0.55
H -1.912 0.837 5.663 -0.007 0.003 -0.011 0.50
H 0.546 1.246 5.448 -0.018 0.009 0.008 0.46
H 1.665 0.716 3.323 0.062 0.017 -0.004 0.47
H -1.354 -3.647 -2.935 -0.003 -0.024 -0.026 0.55
H 0.766 -4.544 -3.962 -0.011 0.004 0.007 0.50
H 2.964 -3.743 -3.082 -0.018 -0.005 -0.013 0.45
H 2.995 -2.088 -1.265 0.045 0.018 0.029 0.47
C -0.159 3.427 -1.286 -0.039 0.024 0.018 -0.72
C 1.097 3.043 -2.071 0.056 0.038 0.015 -0.63
C 1.224 1.564 -1.841 0.008 0.183 0.227 -0.43
O 0.864 1.438 -0.342 -0.330 0.366 -0.613 -0.37
C -0.108 2.615 -0.009 0.246 -0.041 -0.138 -0.16
H -1.064 3.201 -1.849 0.008 -0.011 -0.025 0.33
H -0.166 4.489 -1.043 -0.027 0.025 -0.037 0.37
H 1.982 3.558 -1.701 0.005 0.026 -0.015 0.34
H 0.996 3.247 -3.137 -0.007 0.052 0.003 0.37
H 2.227 1.160 -1.956 0.072 -0.017 0.059 0.41
H 0.478 0.985 -2.381 -0.059 -0.058 -0.037 0.39
H 0.353 3.116 0.835 0.116 -0.009 0.022 0.36
H -1.051 2.150 0.263 -0.073 -0.041 0.049 0.27
```
Forces are in eV/Å.

## Properties
Total charge: +3

---

3.
The following is a DFT calculation (the ωB97M-V functional and the def2-TZVPD basis) of a molecular structure, C16H30AuClNO2Si3.

Structure (XYZ):
```
54
Properties=species:S:1:pos:R:3:forces:R:3:mulliken_charge:R:1
Au 1.387 -0.586 1.009 0.136 -0.340 0.737 0.15
C -0.435 2.241 1.962 -0.818 0.225 0.013 -1.14
Si -0.788 1.705 0.225 0.326 0.386 -0.372 0.17
C -0.938 3.395 -0.686 0.714 -0.993 -0.991 -1.06
C -2.556 1.034 0.314 0.305 0.983 -1.413 -1.09
C 0.465 0.499 -0.490 -1.213 -0.338 -0.479 0.89
Si 1.976 1.273 -1.134 1.688 1.445 -0.471 0.25
C 3.514 0.190 -1.567 -1.461 -1.409 0.488 -1.13
C 2.603 2.494 0.241 -0.110 -1.669 0.041 -1.10
C 1.811 2.335 -2.784 -1.084 -0.200 0.641 -1.18
Si -0.360 -0.879 -1.399 -0.197 0.441 -2.015 -0.11
C -1.516 -0.473 -2.954 0.997 -1.311 0.820 -1.43
C 0.823 -2.084 -2.248 1.030 -0.056 0.714 -1.22
C -1.485 -1.954 -0.355 -0.875 -0.755 0.383 0.41
C -2.750 -2.448 -0.772 0.563 0.309 0.610 -0.28
C -3.523 -3.164 0.111 -0.599 -0.732 0.807 -0.45
C -2.969 -3.519 1.341 0.791 1.090 -1.644 -0.58
C -1.687 -3.094 1.640 -0.878 -0.363 0.171 -0.48
N -0.991 -2.297 0.845 0.228 0.038 0.062 0.06
H -0.325 1.525 2.753 -0.103 -0.606 0.280 0.25
H -1.239 2.932 2.201 -0.444 0.049 0.310 0.36
H 0.416 2.860 1.979 1.372 0.679 0.023 0.40
H -1.789 3.876 -0.231 -0.593 0.243 -0.183 0.45
H -1.079 3.161 -1.784 -0.192 0.568 1.108 0.18
H -0.097 4.098 -0.596 -0.047 -0.403 -0.039 0.33
H -3.236 1.850 0.610 0.151 -0.188 -0.435 0.46
H -2.481 0.423 1.172 -0.333 -1.433 0.739 0.26
H -2.866 0.530 -0.636 -0.063 0.278 1.150 0.15
H 3.840 -0.302 -0.653 -0.260 -0.354 0.371 0.33
H 4.424 0.653 -1.856 0.553 1.026 -0.851 0.44
H 3.260 -0.641 -2.273 0.287 0.734 0.374 0.26
H 2.986 1.975 1.156 -0.705 0.173 -0.638 0.23
H 1.808 3.183 0.499 0.227 0.401 0.060 0.21
H 3.480 2.946 -0.160 0.596 1.033 -0.451 0.45
H 1.834 1.682 -3.657 0.386 -0.129 -0.051 0.31
H 2.576 3.109 -2.858 0.241 -0.152 -0.037 0.35
H 0.843 2.856 -2.900 0.288 -0.110 0.344 0.27
H -1.102 0.137 -3.714 1.302 0.445 -0.837 0.38
H -2.410 0.063 -2.815 -1.624 0.294 0.784 0.48
H -1.723 -1.462 -3.415 -0.094 0.511 0.176 0.32
H 1.284 -1.646 -3.144 -0.361 -0.108 -0.016 0.32
H 0.324 -3.042 -2.490 0.319 0.440 0.071 0.36
H 1.695 -2.253 -1.562 -0.795 -0.248 -0.446 0.25
H -3.141 -2.264 -1.743 -0.088 0.448 -0.685 0.31
H -4.568 -3.494 -0.068 0.880 0.323 -0.341 0.34
H -3.487 -4.132 1.993 -1.001 -1.031 1.357 0.49
H -1.303 -3.435 2.594 0.621 0.335 -0.020 0.33
Cl -0.018 -1.977 5.477 0.155 0.187 -0.185 -0.25
C 0.847 -1.092 4.163 -0.596 0.237 0.276 0.24
C 2.152 -1.744 3.754 0.522 -0.710 -0.652 0.62
O 2.877 -2.313 4.553 -0.280 0.186 0.341 -0.70
O 2.417 -1.648 2.498 0.034 0.294 -0.277 -0.76
H 1.067 -0.092 4.529 -0.023 0.055 0.150 0.26
H 0.152 -0.992 3.327 0.124 -0.217 0.125 -0.35
```
Forces are in eV/Å.

## Properties
Total charge: -1

---

| no. | E_HOMO (eV) | E_LUMO (eV) | Kohn-Sham gap (eV) |
| --- | --- | --- | --- |
| 1 | -3.9 | 1.80 | 5.651 |
| 2 | -20.1 | -12.14 | 7.964 |
| 3 | -5.3 | 2.76 | 8.095 |